(1)
C38H30FN3O4PdSi | ωB97M-V/def2-TZVPD

Values from the calculation:
Energy above the lowest of the compared OMol25 structures with the same formula, charge and spin   73.5 kcal per mole
LUMO level (spin up / spin down)   -8.8 / -8.8 eV
HOMO-LUMO gap (spin up / spin down)   4.741 / 4.421 eV
HOMO energy (spin up / spin down)   -13.5 / -13.2 eV

Structure (ORCA input):
```
! RIJCOSX wB97M-V def2-TZVPD def2/J DEFGRID3
* xyz 2 1
Pd -0.082 -0.109 0.464
O -0.953 0.587 -3.795
C -0.902 0.413 -2.499
O 0.111 0.611 -1.836
C -2.184 0.004 -1.873
C -3.407 0.040 -2.522
C -4.556 -0.292 -1.797
C -4.440 -0.643 -0.465
C -3.165 -0.708 0.120
N -2.059 -0.392 -0.599
C -2.854 -1.079 1.500
O -3.813 -1.282 2.391
O -1.673 -1.162 1.867
H -0.101 0.847 -4.186
H -3.463 0.316 -3.562
H -5.523 -0.255 -2.276
H -5.331 -0.882 0.097
H -4.714 -1.239 2.040
C 3.747 4.121 1.943
C 3.111 3.621 3.068
C 1.905 2.952 2.941
C 1.315 2.792 1.690
C 1.980 3.270 0.559
C 3.185 3.938 0.690
Si -0.469 2.066 1.497
C -1.528 3.401 0.591
C -2.686 3.117 -0.126
C -3.387 4.134 -0.752
C -2.952 5.444 -0.643
C -1.803 5.737 0.072
C -1.098 4.724 0.694
C -1.213 2.083 3.322
C -1.670 3.281 3.848
C -2.111 3.326 5.164
C -2.082 2.182 5.939
C -1.634 0.986 5.409
C -1.210 0.928 4.088
H 4.680 4.652 2.043
H 3.544 3.765 4.046
H 1.404 2.582 3.824
H 1.539 3.144 -0.421
H 3.685 4.324 -0.186
H -3.043 2.099 -0.194
H -4.279 3.905 -1.312
H -3.515 6.241 -1.100
H -1.452 6.754 0.153
H -0.203 4.961 1.248
H -1.673 4.186 3.264
H -2.478 4.262 5.560
H -2.418 2.226 6.964
H -1.616 0.092 6.013
H -0.896 -0.016 3.671
N 6.157 1.827 1.143
C 5.265 1.215 1.514
C 4.141 0.480 1.972
C 4.127 -0.119 3.233
C 2.982 -0.794 3.626
C 1.895 -0.831 2.767
N 1.918 -0.268 1.558
C 3.017 0.357 1.153
H 4.991 -0.053 3.879
H 2.935 -1.298 4.578
H 0.975 -1.332 3.049
H 3.016 0.775 0.154
F -3.709 -3.865 -3.024
C -2.568 -3.502 -2.436
C -1.576 -2.890 -3.200
C -0.425 -2.467 -2.582
C -0.229 -2.656 -1.183
C 0.908 -2.176 -0.521
C -1.246 -3.345 -0.458
C -2.407 -3.740 -1.070
H -1.728 -2.772 -4.262
H 0.371 -2.027 -3.164
H 1.714 -1.747 -1.108
H 1.147 -2.600 0.451
H -1.092 -3.539 0.594
H -3.190 -4.247 -0.528
*
```

Atomic partial charges in e from the Mulliken method, atoms 1 to 5: -0.2011, -0.4684, -0.6540, -0.3770, 0.3195

(2)
C38H30N8O2S2V | ωB97M-V/def2-TZVPD

Values from the calculation:
Energy above the lowest of the compared OMol25 structures with the same formula, charge and spin   0.0 kcal per mole
LUMO level (spin up / spin down)   4.4 / 4.4 eV
HOMO-LUMO gap (spin up / spin down)   4.716 / 7.100 eV
HOMO energy (spin up / spin down)   -0.3 / -2.7 eV
<S²>   0.781

Structure (ORCA input):
```
! RIJCOSX wB97M-V def2-TZVPD def2/J DEFGRID3
* xyz -2 2
V -0.186 0.183 0.787
C 0.677 1.665 -2.980
C 1.713 2.125 -1.998
C 2.351 3.348 -2.198
C 3.374 3.769 -1.368
C 3.814 2.930 -0.358
C 3.208 1.700 -0.132
C 3.788 0.774 0.900
C 2.098 1.334 -0.912
N 1.378 0.142 -0.556
C 2.035 -1.018 -0.809
O 3.020 -1.195 -1.509
C 1.445 -2.154 -0.025
C 1.792 -3.486 -0.162
C 1.173 -4.410 0.668
C 0.246 -3.980 1.609
C -0.031 -2.628 1.688
N 0.574 -1.753 0.892
C -0.965 -2.012 2.689
O -1.490 -2.725 3.547
N -1.086 -0.680 2.515
C -1.589 0.031 3.650
C -0.822 0.012 4.832
C 0.471 -0.750 4.906
C -1.252 0.730 5.936
C -2.423 1.474 5.896
C -3.162 1.498 4.731
C -2.764 0.787 3.598
C -3.612 0.902 2.363
H 0.717 2.277 -3.883
H -0.330 1.737 -2.573
H 0.855 0.628 -3.271
H 2.025 3.974 -3.021
H 3.835 4.739 -1.515
H 4.639 3.232 0.280
H 4.415 1.330 1.599
H 4.399 0.012 0.408
H 3.012 0.270 1.472
H 2.530 -3.755 -0.905
H 1.412 -5.463 0.582
H -0.267 -4.649 2.286
H 1.066 -0.603 4.002
H 0.286 -1.821 5.010
H 1.060 -0.411 5.759
H -0.646 0.720 6.836
H -2.744 2.039 6.764
H -4.075 2.084 4.679
H -4.672 0.891 2.630
H -3.428 0.102 1.657
H -3.402 1.835 1.837
S -1.204 2.115 -0.010
C -0.227 3.423 0.597
C -0.415 4.726 0.036
N -0.572 5.778 -0.408
C 0.666 3.205 1.594
S 0.865 1.638 2.311
C 1.459 4.276 2.126
N 2.098 5.119 2.581
C -3.782 -2.081 -0.745
C -2.740 -1.619 0.036
N -1.691 -0.952 -0.499
C -1.628 -0.833 -1.821
C -2.633 -1.287 -2.715
C -3.749 -1.891 -2.110
C -2.600 -1.049 -4.124
C -1.526 -0.893 -4.999
C -0.201 -1.371 -4.904
C 0.727 -1.157 -5.966
C 1.937 -1.783 -5.917
N 2.320 -2.590 -4.900
C 1.422 -2.670 -3.920
N 0.220 -2.126 -3.837
H -4.616 -2.582 -0.269
H -2.745 -1.744 1.105
H -0.761 -0.327 -2.210
H -4.567 -2.235 -2.734
H -3.588 -0.958 -4.573
H -1.772 -0.477 -5.973
H 0.463 -0.522 -6.803
H 2.658 -1.651 -6.720
H 1.720 -3.268 -3.061
*
```

Atomic partial charges in e from the Mulliken method, atoms 1 to 5: 0.0185, -0.7944, 0.9906, -0.8953, -0.8296

(3)
C38H30O4P | ωB97M-V/def2-TZVPD

Values from the calculation:
LUMO level   -3.7 eV
HOMO-LUMO gap   7.310 eV
HOMO energy   -11.0 eV

Structure (ORCA input):
```
! RIJCOSX wB97M-V def2-TZVPD def2/J DEFGRID3
* xyz 1 1
C -4.706 1.592 2.540
C -4.589 1.313 3.909
C -3.323 1.125 4.485
C -2.209 1.165 3.663
O -0.992 0.576 4.058
P 0.651 0.749 4.003
O 1.889 1.615 3.208
C 2.985 1.109 2.468
C 4.327 1.140 2.847
C 5.325 0.614 2.005
C 4.998 0.121 0.735
C 3.651 0.163 0.322
C 2.658 0.630 1.202
O 1.000 -0.720 3.507
C 0.312 -1.832 2.946
C 0.677 -3.068 3.452
C 0.203 -4.219 2.825
C -0.592 -4.119 1.678
C -0.935 -2.853 1.180
C -0.493 -1.689 1.832
C -2.279 1.589 2.350
C -3.548 1.751 1.759
H -5.707 1.691 2.092
H -5.483 1.230 4.536
H -3.218 0.954 5.547
H 4.604 1.592 3.785
H 6.370 0.588 2.343
H 5.783 -0.286 0.080
H 3.370 -0.206 -0.686
H 1.619 0.655 0.865
H 1.316 -3.099 4.326
H 0.473 -5.187 3.244
H -0.936 -5.036 1.182
H -1.548 -2.764 0.277
H -0.753 -0.708 1.437
H -1.376 1.712 1.752
H -3.635 1.969 0.681
C -3.817 3.300 9.529
O -3.235 3.853 8.342
C -2.212 3.180 7.759
C -1.579 3.806 6.656
C -0.606 3.129 5.954
C -0.182 1.858 6.362
C 1.007 1.202 5.641
C 1.433 -0.186 6.153
C 2.840 -0.210 6.288
C 3.492 -1.381 6.658
C 2.713 -2.493 6.953
C 1.318 -2.470 6.836
C 0.659 -1.322 6.391
C 3.363 1.141 6.124
C 2.314 2.029 5.836
C 2.552 3.395 5.825
C 3.855 3.856 6.055
C 4.897 2.971 6.332
C 4.657 1.596 6.366
C -0.764 1.279 7.487
C -1.799 1.894 8.160
H -4.545 4.057 9.815
H -4.316 2.344 9.325
H -3.074 3.161 10.327
H -1.884 4.820 6.391
H -0.140 3.606 5.085
H 4.573 -1.360 6.710
H 3.181 -3.405 7.267
H 0.714 -3.330 7.077
H -0.439 -1.266 6.244
H 1.746 4.100 5.627
H 4.040 4.926 6.024
H 5.907 3.346 6.506
H 5.426 0.856 6.584
H -0.400 0.316 7.824
H -2.271 1.382 8.991
*
```

Atomic partial charges in e from the Mulliken method, atoms 1 to 5: -0.5654, -0.6719, -0.6308, 0.8720, 0.3031